1.
Density functional theory data (the ωB97M-V functional and the def2-TZVPD basis) for a structure of composition C5H6O.

```
12
Properties=species:S:1:pos:R:3:mulliken_charge:R:1
C -1.1974 1.0264 0.0606 -0.9481
C -1.0483 -0.3689 0.4694 -0.2779
O -0.5164 -1.4253 -0.9023 -0.4400
C 0.2737 -1.0625 0.2704 0.0307
C 1.4591 -0.3044 -0.0619 -0.7241
C 2.4668 0.3459 -0.2414 0.2672
H -0.3940 1.4031 -0.5863 0.3415
H -1.1586 1.5888 1.0087 0.3017
H -2.1743 1.2309 -0.3916 0.2883
H -1.5527 -1.4267 -0.1206 0.4472
H 0.4868 -1.9188 0.9205 0.3026
H 3.3554 0.9115 -0.4255 0.4109
```

Values from the calculation:
Max |F|: 2.866 eV/A
ΔE to the lowest compared entry with this formula, charge and spin: 133.6 kcal/mol
LUMO energy: 0.8 eV
Multiplicity: 1

2.
Density functional theory data (the ωB97M-V functional and the def2-TZVPD basis) for an isolated molecule of C6H15NO.

```
23
Properties=species:S:1:pos:R:3:mulliken_charge:R:1
C -0.1398 2.7144 0.9887 -1.1584
C 0.3719 2.0474 -0.3192 -0.4070
N 1.2092 0.8430 0.0263 -0.1061
C 2.0024 0.3618 -1.1263 -0.9717
C 0.3458 -0.2456 0.6137 -1.1185
C -0.9214 -0.6627 -0.0884 -0.1551
C -1.4089 -1.9514 0.5190 -0.5212
O -1.2757 -2.9557 -0.5225 -0.5183
H 0.6770 3.1779 1.5681 0.2724
H -0.7884 2.0002 1.5179 0.2953
H -0.8452 3.4535 0.6584 0.3988
H 1.0250 2.7236 -0.8688 0.4916
H -0.4593 1.6636 -0.9093 0.2480
H 1.4570 -0.1037 -1.9651 0.3298
H 2.6328 -0.5292 -0.9443 0.3167
H 2.5221 1.2176 -1.5156 0.3393
H 0.1330 0.2831 1.5697 0.2530
H 0.9993 -1.1176 0.7397 0.5227
H -0.6586 -0.9214 -1.1441 0.2378
H -1.7368 0.0547 -0.2332 0.3074
H -0.8612 -2.3734 1.3892 0.4117
H -2.5192 -1.8634 0.8183 0.2320
H -1.4031 -3.7837 -0.0408 0.2997
```

Values from the calculation:
Max |F|: 3.006 eV/A
ΔE to the lowest compared entry with this formula, charge and spin: 56.9 kcal/mol
LUMO energy: 1.0 eV
SMILES string: CCN(C)CCCO
Multiplicity: 1

| no. | frontier orbital gap (eV) | HOMO (eV) |
| --- | --- | --- |
| 1 | 10.161 | -9.39 |
| 2 | 9.267 | -8.30 |